1.
Entry from OMol25: a cluster of 2 separate species, C2HFN2O2 in total (ωB97M-V/def2-TZVPD).

Geometry (Å):
C1 0.20 1.43 0.15
C2 -0.17 0.13 0.50
N1 0.52 2.53 0.01
N2 -0.71 -0.90 -0.27
O1 -0.97 -1.93 0.24
O2 -0.82 -0.58 -1.49
F1 0.08 -0.06 1.82
H1 1.87 -0.63 -0.95

The orbital gap (alpha / beta) comes out at 8.23 / 9.87 eV. The value obtained for the electronic energy is -11874.2371 eV. The total charge is 0. The LUMO energy (alpha / beta) is -3.38 / -1.10 eV. The value obtained for the energy relative to the best compared isomer or geometry (same formula, charge and spin) is 193.7 kcal per mole.

Want to see where the charge sits? The Löwdin charges in e are: -0.14, -0.20, 0.23, -0.39, 0.15, 0.05, 0.13, 0.16

=====

2.
Entry from OMol25: a structure of composition C54H47GeIrNOP2S4 (ωB97M-V/def2-TZVPD).

Geometry (Å):
Ir1 0.90 0.27 0.82
O1 -0.07 2.20 -0.31
S1 -0.92 1.05 -0.86
C1 -1.01 1.44 -2.60
C2 -2.23 1.51 -3.23
C3 -2.37 1.95 -4.57
C4 -1.25 2.34 -5.24
C5 -1.08 2.95 -6.61
C6 0.46 3.09 -6.79
C7 1.04 2.66 -5.46
C8 2.32 2.61 -5.01
C9 2.56 2.08 -3.72
C10 1.57 1.62 -2.88
P1 2.15 0.76 -1.34
C11 3.07 -0.68 -1.98
C12 3.89 -1.35 -1.07
C13 4.61 -2.47 -1.45
C14 4.49 -2.97 -2.74
C15 3.64 -2.34 -3.65
C16 2.93 -1.20 -3.27
C17 3.49 1.88 -0.78
C18 3.12 2.96 0.03
C19 4.07 3.84 0.52
C20 5.41 3.67 0.19
C21 5.79 2.61 -0.63
C22 4.83 1.72 -1.11
C23 0.21 1.73 -3.30
C24 0.01 2.22 -4.61
C25 -2.55 1.38 -0.26
C26 -2.90 2.71 -0.16
C27 -4.02 3.14 0.57
C28 -4.73 2.20 1.26
C29 -5.92 2.34 2.19
C30 -6.13 0.92 2.77
C31 -5.19 0.04 1.99
C32 -4.99 -1.31 1.98
C33 -3.98 -1.84 1.15
C34 -3.14 -1.08 0.36
P2 -1.91 -1.91 -0.75
C35 -2.86 -3.39 -1.29
C36 -3.74 -3.14 -2.35
C37 -4.61 -4.12 -2.81
C38 -4.59 -5.39 -2.23
C39 -3.70 -5.65 -1.20
C40 -2.84 -4.66 -0.73
C41 -0.62 -2.62 0.40
C42 0.36 -3.61 -0.32
C43 0.47 -5.01 0.21
C44 -0.02 -5.31 1.40
C45 -0.74 -4.32 2.22
C46 -1.06 -3.11 1.76
C47 -3.32 0.35 0.38
C48 -4.38 0.84 1.16
H1 -3.12 1.25 -2.67
H2 -3.35 2.00 -5.02
H3 -1.57 3.93 -6.65
H4 -1.52 2.33 -7.39
H5 0.75 4.11 -7.04
H6 0.83 2.45 -7.59
H7 3.16 2.95 -5.62
H8 3.59 2.02 -3.38
H9 3.97 -0.95 -0.06
H10 5.26 -2.97 -0.74
H11 5.06 -3.84 -3.05
H12 3.54 -2.73 -4.65
H13 2.28 -0.71 -3.98
H14 2.07 3.10 0.30
H15 3.77 4.66 1.16
H16 6.16 4.35 0.56
H17 6.83 2.47 -0.89
H18 5.15 0.89 -1.74
H19 -2.26 3.44 -0.64
H20 -4.25 4.20 0.63
H21 -6.79 2.68 1.63
H22 -5.72 3.08 2.97
H23 -7.17 0.59 2.70
H24 -5.85 0.90 3.83
H25 -5.58 -1.97 2.60
H26 -3.87 -2.92 1.13
H27 -3.75 -2.15 -2.81
H28 -5.29 -3.91 -3.62
H29 -5.26 -6.16 -2.58
H30 -3.67 -6.64 -0.75
H31 -2.16 -4.89 0.07
H32 0.26 -3.59 -1.40
H33 0.97 -5.75 -0.41
H34 0.07 -6.32 1.79
H35 -1.05 -4.60 3.22
H36 -1.59 -2.41 2.39
S2 -2.62 2.28 4.22
C49 -1.34 1.77 3.21
S3 -1.00 0.17 2.76
S4 -0.40 3.17 2.96
N1 1.41 -2.68 0.12
C50 0.66 -1.73 0.64
H37 2.41 -2.68 -0.03
C51 5.38 -0.71 1.92
Ge1 3.78 -0.55 3.06
C52 3.25 -2.36 3.60
C53 4.30 0.50 4.62
C54 2.35 0.38 2.19
H38 6.27 -0.81 2.54
H39 5.48 0.18 1.29
H40 5.32 -1.60 1.27
H41 4.10 -2.88 4.06
H42 2.92 -2.93 2.72
H43 2.43 -2.31 4.31
H44 5.17 0.07 5.12
H45 3.48 0.55 5.34
H46 4.54 1.52 4.31
H47 2.13 1.31 2.74

As for the spin multiplicity: 6. The orbital gap (alpha / beta) comes out at 5.24 / 6.41 eV. Its expectation value of S² is 8.7740. The value obtained for the electronic energy is -181565.0819 eV. The total charge is 0. The LUMO energy (alpha / beta) is -0.07 / -0.94 eV. The value obtained for the energy relative to the best compared isomer or geometry (same formula, charge and spin) is 82.7 kcal per mole.

Results of the Löwdin charge analysis, in e, for atoms 1 through 8: 0.86, -0.61, 0.81, -0.29, -0.05, -0.01, -0.15, -0.10

=====

3.
Entry from OMol25: a cluster of 8 separate species, C3H21N3O9 in total (ωB97M-V/def2-TZVPD).

Geometry (Å):
O1 -1.32 2.36 1.91
C1 -1.29 1.22 1.51
N1 -1.04 0.19 2.35
C2 -1.65 0.83 0.10
N2 -1.63 1.93 -0.83
C3 -0.54 2.38 -1.50
N3 0.47 1.44 -1.66
O2 -0.48 3.53 -1.91
H1 -0.82 0.34 3.30
H2 -1.02 -0.76 1.99
H3 -2.69 0.53 0.19
H4 -1.12 -0.02 -0.30
H5 -2.40 2.56 -0.74
H6 0.87 1.09 -0.78
H7 1.29 1.83 -2.12
H8 -0.40 -2.89 1.64
H9 1.07 -3.32 1.59
O3 0.51 -2.53 1.76
H10 -2.37 -2.10 -0.44
H11 -1.10 -3.05 -0.29
O4 -1.80 -2.54 0.19
H12 0.62 3.63 0.37
H13 1.11 3.17 1.74
O5 1.31 3.11 0.81
H14 0.63 -0.73 -1.79
H15 -0.22 -0.40 -2.99
O6 0.05 -1.14 -2.45
H16 2.13 -0.79 -0.10
H17 0.90 -1.74 0.16
O7 1.37 -1.20 -0.51
H18 -0.18 -2.83 -2.01
H19 0.94 -3.47 -1.23
O8 0.03 -3.62 -1.49
H20 2.53 1.65 0.89
H21 3.34 0.61 1.73
O9 2.87 0.75 0.91

The orbital gap comes out at 9.81 eV. The value obtained for the electronic energy is -26351.8300 eV. The total charge is 0. The LUMO energy is 0.13 eV. The value obtained for the energy relative to the best compared isomer or geometry (same formula, charge and spin) is 0.0 kcal per mole. The SMILES is NC(=O)CNC(N)=O.O.O.O.O.O.O.O.

Results of the Löwdin charge analysis, in e, for atoms 1 through 8: 0.05, -0.53, 0.20, -0.11, 0.09, -0.62, 0.14, 0.06

=====

4.
Entry from OMol25: a structure of composition C47H65N5O6P2S3SbScSi3 (ωB97M-V/def2-TZVPD).

Geometry (Å):
Sc1 -1.74 0.01 -0.14
N1 -6.00 0.53 0.16
C1 -4.90 1.33 0.85
C2 -5.46 2.44 1.71
P1 -3.93 0.09 1.84
O1 -5.13 -0.65 2.61
O2 -2.98 0.76 2.75
O3 -3.39 -0.85 0.78
P2 -3.75 1.88 -0.50
O4 -4.57 3.06 -1.18
O5 -2.44 2.29 0.10
O6 -3.61 0.69 -1.40
H1 -6.54 0.01 0.85
H2 -5.57 -0.13 -0.49
H3 -6.63 1.14 -0.37
H4 -6.13 2.05 2.48
H5 -6.00 3.18 1.11
H6 -4.63 2.94 2.21
H7 -4.97 -0.75 3.56
H8 -4.06 3.87 -1.33
N2 -0.37 0.69 -1.48
S1 0.84 1.47 -1.63
N3 1.50 2.27 -0.36
S2 2.48 1.84 0.75
N4 2.20 0.66 1.70
S3 0.67 0.42 2.26
N5 -0.28 -0.08 1.27
C3 0.31 1.92 3.13
C4 1.01 2.23 4.29
C5 0.76 3.44 4.92
C6 -0.19 4.31 4.39
C7 -0.87 3.99 3.23
C8 -0.63 2.79 2.59
C9 1.00 -0.73 3.55
C10 0.01 -0.88 4.52
C11 0.15 -1.88 5.46
C12 1.25 -2.73 5.42
C13 2.21 -2.59 4.43
C14 2.09 -1.58 3.48
C15 4.12 1.48 0.17
C16 4.60 2.25 -0.88
C17 5.89 2.03 -1.32
C18 6.68 1.06 -0.69
C19 6.18 0.31 0.36
C20 4.88 0.51 0.81
C21 2.74 3.37 1.61
C22 2.04 4.52 1.26
C23 2.32 5.69 1.95
C24 3.26 5.69 2.97
C25 3.94 4.53 3.31
C26 3.67 3.35 2.64
C27 2.20 0.56 -2.32
C28 2.82 0.95 -3.49
C29 3.89 0.20 -3.96
C30 4.33 -0.91 -3.25
C31 3.68 -1.29 -2.08
C32 2.60 -0.57 -1.61
C33 0.64 2.85 -2.72
C34 1.39 4.01 -2.61
C35 1.18 5.03 -3.53
C36 0.23 4.88 -4.53
C37 -0.51 3.71 -4.63
C38 -0.32 2.68 -3.72
H9 1.75 1.55 4.70
H10 1.29 3.69 5.83
H11 -0.39 5.25 4.89
H12 -1.60 4.68 2.82
H13 -1.16 2.52 1.69
H14 -0.86 -0.22 4.52
H15 -0.60 -2.00 6.23
H16 1.35 -3.51 6.16
H17 3.06 -3.26 4.40
H18 2.83 -1.46 2.70
H19 3.97 3.00 -1.35
H20 6.29 2.61 -2.14
H21 7.70 0.90 -1.04
H22 6.81 -0.43 0.85
H23 4.47 -0.06 1.62
H24 1.31 4.49 0.47
H25 1.79 6.60 1.69
H26 3.47 6.61 3.50
H27 4.67 4.54 4.11
H28 4.19 2.43 2.90
H29 2.50 1.83 -4.04
H30 4.38 0.48 -4.88
H31 5.17 -1.48 -3.61
H32 4.02 -2.16 -1.53
H33 2.06 -0.87 -0.71
H34 2.12 4.12 -1.82
H35 1.75 5.95 -3.45
H36 0.07 5.68 -5.24
H37 -1.25 3.60 -5.41
H38 -0.90 1.77 -3.76
C39 1.84 -4.12 -0.86
Si1 0.51 -3.99 -2.17
C40 0.05 -5.71 -2.69
C41 1.01 -3.05 -3.70
Sb1 -1.37 -2.64 -1.10
Si2 -3.10 -2.74 -3.02
C42 -2.56 -1.35 -4.13
C43 -4.77 -2.39 -2.29
C44 -3.10 -4.37 -3.91
Si3 -2.18 -4.21 0.78
C45 -4.03 -4.15 0.97
C46 -1.68 -5.97 0.49
C47 -1.30 -3.51 2.27
H39 2.80 -4.42 -1.29
H40 1.54 -4.88 -0.13
H41 1.97 -3.17 -0.33
H42 0.93 -6.16 -3.17
H43 -0.76 -5.72 -3.42
H44 -0.23 -6.34 -1.85
H45 1.99 -3.37 -4.07
H46 1.04 -1.97 -3.53
H47 0.28 -3.25 -4.49
H48 -2.59 -0.42 -3.56
H49 -3.22 -1.24 -5.00
H50 -1.54 -1.50 -4.49
H51 -4.69 -1.42 -1.78
H52 -5.07 -3.15 -1.57
H53 -5.53 -2.32 -3.07
H54 -2.19 -4.50 -4.50
H55 -3.95 -4.40 -4.60
H56 -3.20 -5.20 -3.22
H57 -4.51 -4.69 0.15
H58 -4.39 -3.12 0.97
H59 -4.32 -4.63 1.91
H60 -2.08 -6.35 -0.45
H61 -2.09 -6.59 1.30
H62 -0.59 -6.10 0.49
H63 -1.52 -2.44 2.36
H64 -0.22 -3.62 2.15
H65 -1.60 -4.01 3.19

The orbital gap comes out at 7.86 eV. The value obtained for the electronic energy is -171479.3831 eV. The total charge is +2. The LUMO energy is -4.25 eV. The value obtained for the energy relative to the best compared isomer or geometry (same formula, charge and spin) is 0.0 kcal per mole.

Results of the Löwdin charge analysis, in e, for atoms 1 through 8: 0.55, 0.21, -0.48, -0.05, 0.32, -0.11, -0.24, -0.42

=====

5.
Entry from OMol25: a structure of composition C27H24N6PbSe2 (ωB97M-V/def2-TZVPD).

Geometry (Å):
Pb1 -0.18 -0.65 0.01
C1 2.46 -1.79 3.15
C2 2.55 -0.85 1.98
C3 2.69 -1.35 0.69
C4 2.84 -0.48 -0.39
C5 2.83 0.89 -0.19
C6 2.64 1.39 1.09
C7 2.51 0.52 2.16
H1 1.99 -2.72 2.86
H2 1.90 -1.34 3.97
H3 3.46 -2.02 3.52
H4 2.71 -2.42 0.52
H5 2.99 -0.89 -1.38
H6 2.95 1.56 -1.02
H7 2.60 2.45 1.26
H8 2.40 0.93 3.16
Se1 -1.24 3.49 -0.44
Se2 -2.95 1.98 -0.19
C8 -2.61 1.40 1.62
C9 -3.63 1.47 2.56
C10 -3.30 1.18 3.88
C11 -1.99 0.84 4.19
C12 -1.08 0.74 3.15
N1 -1.38 1.02 1.90
C13 -0.35 2.83 -2.03
C14 0.26 3.73 -2.90
C15 0.86 3.21 -4.03
C16 0.85 1.84 -4.23
C17 0.22 1.04 -3.29
N2 -0.37 1.53 -2.21
H9 -4.62 1.75 2.27
H10 -4.06 1.22 4.65
H11 -1.70 0.64 5.20
H12 -0.06 0.43 3.32
H13 0.24 4.79 -2.70
H14 1.33 3.87 -4.75
H15 1.32 1.39 -5.09
H16 0.19 -0.03 -3.39
N3 -3.05 -1.12 -1.89
C18 -2.27 -0.81 -1.09
H17 -3.66 -1.41 -2.63
C19 -0.87 -2.63 1.22
C20 -1.99 -2.41 2.15
C21 -1.76 -2.21 3.51
C22 -2.81 -2.05 4.40
C23 -4.12 -2.08 3.95
C24 -4.37 -2.26 2.59
C25 -3.32 -2.42 1.71
H18 -1.14 -3.35 0.46
H19 0.00 -2.99 1.76
H20 -0.75 -2.20 3.87
H21 -2.60 -1.91 5.45
H22 -4.94 -1.96 4.65
H23 -5.39 -2.29 2.24
H24 -3.51 -2.57 0.66
N4 0.21 -3.42 -6.13
C26 0.24 -3.34 -4.98
N5 0.27 -3.35 -3.69
C27 0.16 -2.55 -2.76
N6 0.10 -1.89 -1.78

The orbital gap comes out at 6.50 eV. The value obtained for the electronic energy is -173266.4335 eV. The total charge is 0. The LUMO energy is -0.35 eV. The value obtained for the energy relative to the best compared isomer or geometry (same formula, charge and spin) is 34.1 kcal per mole.

Results of the Löwdin charge analysis, in e, for atoms 1 through 8: 1.18, -0.04, -0.32, -0.13, -0.16, -0.12, -0.09, -0.07

=====

6.
Entry from OMol25: a structure of composition C22H18BrN3OOsS4Sb (ωB97M-V/def2-TZVPD).

Geometry (Å):
Os1 -0.62 -0.11 -0.48
S1 0.10 -3.54 2.45
Sb1 -0.92 -3.41 0.43
S2 -2.31 -1.31 0.50
S3 0.56 -1.97 -1.00
O1 -1.44 1.67 0.49
N1 -2.68 2.05 0.23
C1 -3.33 2.70 1.23
C2 -4.60 3.16 1.08
C3 -5.24 2.94 -0.15
C4 -4.58 2.27 -1.14
C5 -3.26 1.80 -0.98
S4 -2.39 1.00 -2.20
H1 -2.74 2.80 2.13
H2 -5.08 3.68 1.89
H3 -6.26 3.28 -0.31
H4 -5.05 2.07 -2.10
C6 3.86 2.52 1.12
C7 4.16 1.60 0.11
C8 3.16 1.14 -0.73
C9 1.84 1.59 -0.59
C10 1.56 2.52 0.41
C11 2.56 2.97 1.26
N2 0.82 1.06 -1.41
C12 1.01 1.20 -2.78
C13 0.44 0.31 -3.70
C14 0.59 0.48 -5.06
C15 1.33 1.55 -5.57
C16 1.90 2.44 -4.68
C17 1.75 2.27 -3.31
H5 4.64 2.87 1.79
H6 5.17 1.24 0.00
H7 3.38 0.42 -1.51
H8 0.54 2.85 0.52
H9 2.32 3.68 2.04
H10 -0.11 -0.55 -3.33
H11 0.14 -0.23 -5.74
H12 1.45 1.68 -6.64
H13 2.48 3.28 -5.04
H14 2.19 2.99 -2.64
Br1 2.22 -0.66 6.06
C18 1.52 -0.40 4.32
C19 2.30 -0.64 3.22
C20 1.74 -0.45 1.97
N3 0.49 -0.02 1.81
C21 -0.26 0.20 2.88
C22 0.21 0.02 4.18
H15 3.32 -1.00 3.31
H16 2.30 -0.65 1.08
H17 -1.27 0.52 2.69
H18 -0.43 0.20 5.03

As for the spin multiplicity: 5. The orbital gap (alpha / beta) comes out at 6.59 / 5.96 eV. Its expectation value of S² is 6.0292. The value obtained for the electronic energy is -152014.8108 eV. The total charge is -1. The LUMO energy (alpha / beta) is 2.42 / 1.81 eV. The value obtained for the energy relative to the best compared isomer or geometry (same formula, charge and spin) is 0.0 kcal per mole.

Results of the Löwdin charge analysis, in e, for atoms 1 through 8: 0.86, -0.33, 0.22, -0.13, -0.10, -0.37, -0.21, -0.03

=====

7.
Entry from OMol25: a structure of composition C3O2Sr (ωB97M-V/def2-TZVPD).

Geometry (Å):
C1 1.28 -0.13 1.55
C2 1.22 0.92 0.76
O1 0.26 0.93 -0.29
C3 -0.49 -0.18 -0.33
O2 -0.18 -0.99 0.57
Sr1 -2.10 -0.55 -2.27

The orbital gap (alpha / beta) comes out at 2.84 / 2.83 eV. The value obtained for the electronic energy is -8031.9378 eV. The total charge is 0. The LUMO energy (alpha / beta) is -2.92 / -2.91 eV.

Want to see where the charge sits? The Löwdin charges in e are: -0.04, -0.32, -0.28, -0.65, -0.22, 1.51